Record 1
{
  "formula": "C44H90NO18PdS8",
  "method": "ωB97M-V with the def2-TZVPD basis set",
  "energy_ev": -175576.9072,
  "max_force_ha_per_bohr": 0.1002,
  "homo_lumo_gap_ev": [7.40, 4.86],
  "homo_ev": [-9.592, -9.592],
  "spin_multiplicity": 3,
  "s2": 2.011,
  "charge": 1,
  "species": ["Pd", "C", "C", "C", "O", "H", "H", "H", "H", "H", "H", "H", "C", "C", "C", "S", "O", "O", "C", "H", "H", "H", "H", "H", "H", "H", "H", "C", "C", "C", "S", "O", "O", "C", "H", "H", "H", "H", "H", "H", "H", "H", "C", "C", "C", "S", "O", "O", "C", "H", "H", "H", "H", "H", "H", "H", "H", "C", "C", "C", "S", "O", "O", "C", "H", "H", "H", "H", "H", "H", "H", "H", "C", "C", "C", "S", "O", "O", "C", "H", "H", "H", "H", "H", "H", "H", "H", "C", "C", "C", "S", "O", "O", "C", "H", "H", "H", "H", "H", "H", "H", "H", "C", "C", "C", "S", "O", "O", "C", "H", "H", "H", "H", "H", "H", "H", "H", "C", "C", "C", "S", "O", "O", "C", "H", "H", "H", "H", "H", "H", "H", "H", "C", "C", "C", "C", "C", "C", "N", "O", "C", "C", "C", "H", "H", "H", "H", "H", "H", "H", "H", "H", "H", "H", "H", "H", "H", "H", "H", "H", "H", "H"],
  "xyz": [[-1.376, -3.292, 2.275], [0.718, -0.832, -1.271], [0.213, -0.772, 0.220], [-0.677, 0.578, 0.367], [-0.379, -1.968, 0.680], [1.414, -1.666, -1.362], [1.154, 0.021, -1.793], [-0.140, -1.106, -1.885], [1.098, -0.557, 0.819], [-0.159, 1.499, 0.098], [-1.224, 0.785, 1.287], [-1.530, 0.413, -0.290], [4.119, -1.202, 0.707], [5.511, -1.634, 1.162], [6.223, -0.376, 1.659], [5.641, 1.101, 0.817], [6.649, 1.408, -0.233], [5.261, 2.051, 1.874], [4.238, 0.208, 0.072], [3.409, -1.270, 1.531], [3.828, -1.903, -0.075], [6.089, -2.132, 0.383], [5.393, -2.478, 1.841], [7.312, -0.410, 1.622], [5.983, -0.283, 2.718], [4.527, 0.073, -0.970], [3.338, 0.799, 0.235], [-0.734, -4.674, -4.985], [-0.225, -3.345, -4.299], [1.019, -2.837, -5.064], [0.663, -3.174, -6.790], [1.860, -3.305, -7.546], [-0.455, -2.281, -7.180], [-0.172, -4.771, -6.435], [-1.819, -4.774, -5.013], [-0.508, -5.564, -4.397], [-0.062, -3.384, -3.222], [-1.058, -2.649, -4.399], [1.865, -3.479, -4.816], [1.198, -1.782, -4.857], [0.658, -5.471, -6.335], [-0.867, -5.121, -7.198], [0.521, 3.916, 3.013], [-0.034, 2.803, 3.851], [-0.083, 3.134, 5.331], [1.271, 4.309, 5.742], [2.336, 3.597, 6.437], [0.589, 5.577, 6.211], [1.670, 4.529, 3.911], [-0.178, 4.663, 2.639], [0.895, 3.491, 2.081], [0.651, 1.956, 3.829], [-1.063, 2.616, 3.546], [-0.060, 2.363, 6.102], [-0.989, 3.722, 5.481], [2.581, 4.019, 3.597], [1.848, 5.602, 3.850], [2.860, -1.229, 6.124], [2.220, -0.067, 5.351], [1.782, -0.591, 3.964], [1.804, -2.464, 4.020], [2.994, -2.985, 3.307], [0.492, -2.964, 3.579], [2.153, -2.572, 5.848], [2.812, -1.003, 7.189], [3.875, -1.292, 5.731], [2.779, 0.868, 5.311], [1.326, 0.241, 5.894], [2.425, -0.217, 3.166], [0.785, -0.176, 3.820], [2.791, -3.451, 5.941], [1.177, -2.781, 6.284], [-5.002, 3.627, -2.276], [-3.687, 3.006, -1.890], [-3.220, 3.612, -0.564], [-4.745, 4.097, 0.299], [-4.834, 5.530, 0.294], [-4.802, 3.420, 1.629], [-5.867, 3.358, -0.944], [-5.453, 3.109, -3.122], [-4.947, 4.680, -2.551], [-2.999, 3.028, -2.735], [-3.941, 1.956, -1.747], [-2.366, 4.276, -0.430], [-2.857, 2.666, -0.163], [-6.886, 3.671, -0.715], [-5.760, 2.318, -0.637], [2.244, -6.870, 0.126], [2.461, -5.349, 0.177], [1.346, -4.755, -0.662], [-0.238, -5.646, -0.061], [-1.103, -5.889, -1.227], [-0.667, -4.952, 1.146], [0.757, -7.202, 0.417], [2.903, -7.247, 0.908], [2.536, -7.255, -0.850], [3.460, -5.048, -0.138], [2.428, -5.121, 1.243], [1.449, -4.977, -1.724], [1.236, -3.684, -0.494], [0.416, -8.041, -0.189], [0.535, -7.289, 1.481], [-5.635, -0.281, 4.206], [-5.349, 0.421, 2.821], [-3.823, 0.832, 2.842], [-2.933, -0.360, 3.910], [-2.290, 0.426, 4.978], [-2.123, -1.287, 3.228], [-4.435, -1.202, 4.566], [-6.602, -0.774, 4.303], [-5.787, 0.425, 5.021], [-6.052, 1.183, 2.486], [-5.392, -0.392, 2.097], [-3.957, 1.690, 3.500], [-3.316, 1.093, 1.912], [-4.288, -1.477, 5.610], [-4.691, -2.108, 4.016], [-4.517, -3.761, -2.521], [-3.217, -3.021, -2.608], [-3.252, -1.958, -1.515], [-3.992, -2.907, -0.065], [-5.145, -2.178, 0.381], [-2.937, -3.383, 0.869], [-4.668, -4.290, -1.109], [-4.573, -4.523, -3.298], [-5.347, -3.089, -2.741], [-3.115, -2.622, -3.617], [-2.331, -3.577, -2.302], [-3.851, -1.058, -1.655], [-2.249, -1.595, -1.290], [-5.695, -4.462, -0.788], [-4.165, -5.242, -0.944], [2.471, 4.629, -0.419], [2.604, 4.154, -1.889], [2.568, 2.574, -1.959], [2.066, 2.016, -3.301], [0.718, 2.681, -3.689], [0.728, 4.244, -3.744], [1.494, 4.793, -2.636], [1.436, 6.154, -2.581], [1.307, 4.643, -5.141], [-0.755, 4.688, -3.653], [3.918, 4.693, -2.531], [2.659, 5.691, -0.266], [3.116, 4.188, 0.341], [1.503, 4.147, -0.277], [3.584, 2.243, -1.746], [2.062, 2.141, -1.097], [2.101, 0.929, -3.370], [2.890, 2.310, -3.951], [-0.017, 2.395, -2.936], [0.623, 2.094, -4.602], [0.852, 4.123, -5.984], [1.182, 5.707, -5.340], [2.365, 4.382, -5.155], [-1.137, 4.209, -2.751], [-0.922, 5.758, -3.775], [-1.324, 4.122, -4.391], [4.661, 3.937, -2.274], [4.214, 5.670, -2.150], [3.925, 4.708, -3.621], [2.208, 6.368, -3.111]]
}

---

Record 2
{
  "formula": "C5H10NO",
  "method": "ωB97M-V with the def2-TZVPD basis set",
  "energy_ev": -8875.3117,
  "max_force_ha_per_bohr": 0.0922,
  "homo_lumo_gap_ev": 9.99,
  "homo_ev": -14.316,
  "relative_energy_ev": 3.269,
  "charge": 1,
  "species": ["C", "C", "C", "C", "C", "N", "O", "H", "H", "H", "H", "H", "H", "H", "H", "H", "H"],
  "xyz": [[-1.806, 0.406, 1.156], [0.412, -0.493, -1.075], [1.819, 1.395, -1.901], [-0.954, -1.760, 1.659], [1.054, 0.696, -0.717], [-1.119, -0.605, 0.813], [0.062, -1.463, -1.579], [-2.583, 0.245, 2.001], [-1.905, 1.263, 0.568], [1.887, 0.601, -2.673], [1.309, 2.333, -2.285], [2.731, 1.722, -1.429], [-0.921, -2.630, 0.962], [-1.770, -1.734, 2.402], [0.001, -1.710, 2.096], [0.287, 1.369, -0.182], [1.497, 0.366, 0.184]]
}

---

Record 3
{
  "formula": "H10O5",
  "method": "ωB97M-V with the def2-TZVPD basis set",
  "energy_ev": -10398.8578,
  "max_force_ha_per_bohr": 0.1368,
  "homo_lumo_gap_ev": 10.68,
  "homo_ev": -10.673,
  "relative_energy_ev": 1.992,
  "charge": 0,
  "smiles": "O.O.O.O.O",
  "species": ["O", "H", "H", "O", "H", "H", "O", "H", "H", "O", "H", "H", "O", "H", "H"],
  "xyz": [[0.514, 0.728, -2.211], [0.669, 1.682, -2.399], [1.281, 0.335, -2.613], [2.029, -2.622, 0.797], [1.103, -2.418, 1.172], [2.592, -1.805, 0.708], [-0.163, -0.150, 0.280], [-1.002, -0.103, 0.045], [0.210, 0.397, -0.408], [0.506, 0.518, 2.785], [0.392, 0.114, 2.003], [0.276, 1.498, 2.775], [-2.929, 0.667, -0.697], [-2.426, 1.375, -1.137], [-3.045, -0.220, -1.097]]
}

---

Number 3 is which compound? H10O5

---

Please write out number 2 again, unchanged.
{
  "formula": "C5H10NO",
  "method": "ωB97M-V with the def2-TZVPD basis set",
  "energy_ev": -8875.3117,
  "max_force_ha_per_bohr": 0.0922,
  "homo_lumo_gap_ev": 9.99,
  "homo_ev": -14.316,
  "relative_energy_ev": 3.269,
  "charge": 1,
  "species": ["C", "C", "C", "C", "C", "N", "O", "H", "H", "H", "H", "H", "H", "H", "H", "H", "H"],
  "xyz": [[-1.806, 0.406, 1.156], [0.412, -0.493, -1.075], [1.819, 1.395, -1.901], [-0.954, -1.760, 1.659], [1.054, 0.696, -0.717], [-1.119, -0.605, 0.813], [0.062, -1.463, -1.579], [-2.583, 0.245, 2.001], [-1.905, 1.263, 0.568], [1.887, 0.601, -2.673], [1.309, 2.333, -2.285], [2.731, 1.722, -1.429], [-0.921, -2.630, 0.962], [-1.770, -1.734, 2.402], [0.001, -1.710, 2.096], [0.287, 1.369, -0.182], [1.497, 0.366, 0.184]]
}